ORCA calculation (ωB97M-V/def2-TZVPD) on a single C5H8O2 molecule.

Cartesian coordinates (Å):
C 1.456 1.288 -0.207
C 0.961 -0.037 -0.716
O 0.898 -1.072 0.215
C -0.391 -1.429 0.701
C -1.454 -0.362 0.440
O -0.881 0.929 0.547
C 0.004 1.100 -0.518
H 1.725 1.316 0.844
H 2.049 1.917 -0.865
H 1.220 -0.353 -1.726
H -0.273 -1.574 1.781
H -0.705 -2.387 0.262
H -1.910 -0.486 -0.554
H -2.247 -0.431 1.190
H -0.430 1.595 -1.389

Values from the calculation:
- strongest force on any atom (Eh/bohr) = 0.0056
- SMILES = C1CO[C@@H]2C[C@@H]2O1
- E (a.u.) = -345.72465
- LUMO (eV) = 1.1
- spin multiplicity = 1